Record 1
# C23H54N4O5

A 5-piece molecular cluster, C23H54N4O5 overall at a distorted geometry (wB97M-V/def2-TZVPD, the Open Molecules 2025 dataset).

```
86
Properties=species:S:1:pos:R:3
O -0.0650 -3.0182 0.4069
O -1.7863 1.0066 6.0646
O -3.1759 -3.0905 -4.1008
O 0.1442 -0.8050 -3.7760
O 1.5984 1.6073 -3.6292
N 2.1079 1.9313 -2.3426
N 0.5507 -0.6510 -1.5344
N -1.2105 -1.9366 -2.2954
N -1.9764 0.5830 4.7092
C 0.5303 0.4531 4.4155
C 1.5647 4.3649 -2.7166
C 4.2844 2.5548 -3.3819
C -3.8825 -0.7280 5.3484
C -3.0042 -3.2187 -5.5381
C -2.4917 -0.7850 4.7082
C -0.8081 1.0011 3.9234
C 1.4650 3.1297 -1.8086
C 3.8138 0.2495 -2.6186
C -1.6602 -1.8496 5.4427
C -0.0163 2.8373 -1.6005
C -0.5939 -5.2735 -0.3574
C 2.0916 3.4703 -0.4510
C 4.0826 2.0269 -0.9334
C -1.7147 -2.5526 -5.9840
C -0.7927 2.5297 3.8952
C -0.1159 -1.1511 -2.6193
C 3.6185 3.3775 -0.4198
C -1.4492 -0.9336 2.3743
C 3.5544 1.7252 -2.3261
C -1.0339 0.5253 2.4821
C -1.0782 -4.0242 0.4047
C -2.6677 -1.2171 3.2477
H -0.1211 0.7044 1.9008
H 1.3606 0.9658 3.9244
H -4.5707 -0.1316 4.7480
H -2.4177 1.7280 6.1482
H -0.6364 -1.8718 5.0682
H -1.5877 -2.6806 -7.0592
H -2.1369 -2.8183 5.3158
H -0.8858 -2.9882 -5.4296
H 4.8770 0.0216 -2.4864
H 4.0181 3.6132 -3.3542
H -2.8632 -2.2905 3.1610
H -1.4569 -5.9312 -0.4881
H -1.9494 -3.6536 -0.1291
H -1.7081 -2.3583 -3.0735
H 3.7183 1.2654 -0.2317
H -3.8794 -2.7843 -6.0215
H 1.3737 4.0985 -3.7599
H 1.7975 4.4935 -0.2088
H -2.9581 -4.2907 -5.7269
H 3.5369 -0.0429 -3.6276
H -0.5406 3.6813 -1.1508
H -0.6175 -1.5814 2.6591
H -3.8057 -2.3748 -3.9755
H -0.6028 2.9060 4.9043
H 2.5523 4.8270 -2.6790
H 0.6857 -0.6068 4.2170
H 3.9937 2.2732 -4.3993
H -1.1163 -2.4647 -1.4435
H -1.6857 -1.1605 1.3350
H 0.1804 -5.7944 0.2037
H -0.2326 -4.9760 -1.3402
H 0.8168 5.1192 -2.4687
H 1.6738 2.8011 0.3091
H 5.1727 1.9767 -0.9103
H -4.3224 -1.7199 5.4695
H -1.3302 -4.3434 1.4183
H 0.6145 0.5962 5.4956
H 0.0790 2.8471 3.3193
H 0.3596 -1.0104 -0.6142
H 0.6643 -3.3540 0.9366
H -3.8093 -0.2840 6.3415
H -3.5521 -0.7501 2.8027
H -1.7282 2.9216 3.5100
H 0.9615 0.9043 -3.4266
H 4.0240 4.1882 -1.0321
H 1.3541 -0.0478 -1.6551
H -1.7415 -1.4849 -5.7666
H -1.5604 -1.6246 6.5071
H 5.3705 2.4551 -3.3438
H -0.4857 2.6573 -2.5725
H 3.9125 3.5378 0.6194
H 3.3057 -0.3758 -1.8793
H -1.7790 1.1234 1.9431
H -0.2048 1.9505 -0.9929
```

The calculation puts the total energy at -1503.926443 Eh. Its SMILES is CC1(C)CCCC(C)(C)N1O.CC1(C)CCCC(C)(C)N1O.NC(N)=O.CCO.CCO. For the highest occupied orbital energy, the calculation gives -8.147 eV. As for the total charge: 0. The calculation puts the HOMO-LUMO gap at 8.50 eV. Its molar mass is 466.708 g/mol.

Löwdin population analysis, charges in e, atoms 1 to 2:
1 O -0.11
2 O -0.03



Record 2
# C36H30AsBrFN3O10PSTl

C36H30AsBrFN3O10PSTl as an isolated structure (wB97M-V/def2-TZVPD, the Open Molecules 2025 dataset).

```
85
Properties=species:S:1:pos:R:3
Tl 0.8191 -0.4122 2.2164
Br 2.6807 3.4322 1.1344
As -2.0579 0.3986 4.5280
S -0.2623 -2.7478 4.3525
P -0.7248 2.6062 -0.4408
F 4.6480 -7.2244 -0.9645
O 0.3487 -1.5506 4.9370
O -1.0972 0.5577 3.1745
O 3.6089 -6.8797 -3.5563
O 0.1541 -3.9927 4.9550
O -3.3461 1.4044 4.6418
O 4.9748 -2.8534 0.1262
O 3.8539 -1.6291 1.6614
O -1.0602 0.5894 5.9654
O 1.6841 -2.9636 -2.3102
O -0.1473 -2.7269 2.8870
N 2.6407 -4.9431 -2.8552
N 2.5063 2.6539 -1.4969
N 2.7722 -4.1558 -0.6784
C 2.9618 2.2474 -0.3348
C 0.2438 0.4386 -4.4141
C 0.3250 5.0384 -1.2462
C -0.8629 4.3747 -0.9244
C 2.6366 1.8134 -2.5273
C 0.3114 6.3802 -1.5919
C -3.3825 1.8933 -1.2237
C -2.9278 2.1099 1.1287
C -2.0270 -2.6299 4.6651
C -4.2545 1.8128 1.4197
C 0.0101 0.4809 -2.0271
C -2.7402 -1.4305 4.6894
C -0.4414 2.4615 -3.2999
C -2.0640 6.4434 -1.2644
C -5.1415 1.5586 0.3851
C -2.4837 2.1615 -0.1903
C 3.2339 0.5668 -2.4375
C 2.3251 -3.9367 -1.9536
C -0.3775 1.8212 -2.0652
C -4.7051 1.5946 -0.9363
C 3.5785 -5.2235 -0.3933
C 3.5791 1.0280 -0.1025
C 3.9663 -2.4782 0.7609
C -0.8842 7.0891 -1.6009
C -2.6882 -3.8398 4.8417
C -0.1293 1.7744 -4.4668
C 3.8729 -6.1719 -1.2923
C 2.6109 -3.1216 0.3482
C 3.3194 -0.3546 -3.6205
C -2.0547 5.0936 -0.9314
C 3.7247 0.1860 -1.1900
C 0.3115 -0.2132 -3.1889
C -4.1192 -1.4780 4.8841
C -4.7799 -2.6864 5.0481
C -4.0610 -3.8713 5.0295
C 3.4008 -6.0889 -2.6538
H -4.5643 -4.8216 5.1636
H 4.2119 -0.7745 -1.0583
H 0.4934 -0.0936 -5.3245
H -5.8536 -2.6992 5.1960
H 2.7502 -1.2664 -3.4279
H -2.9823 4.5996 -0.6712
H -2.2294 2.2533 1.9436
H 0.0949 -0.0236 -1.0701
H 4.3530 -0.6469 -3.8147
H -4.5469 1.7531 2.4616
H -6.1738 1.3106 0.6043
H -0.3575 -0.0805 5.8786
H 3.9128 0.7147 0.8761
H 1.2410 6.8768 -1.8433
H 1.2622 4.4903 -1.2294
H 1.9694 -2.3501 -0.0694
H -3.0001 6.9892 -1.2592
H -2.1035 -4.7495 4.8358
H 2.2960 -4.7967 -3.7916
H -3.0425 1.9110 -2.2529
H 2.2208 2.1565 -3.4705
H 3.9650 -5.2639 0.6140
H 0.6265 -1.2469 -3.1262
H 2.9165 0.1192 -4.5166
H -0.7292 3.5045 -3.3525
H -0.1786 2.2883 -5.4201
H -0.8933 8.1410 -1.8608
H -5.3966 1.3789 -1.7429
H 2.1090 -3.5445 1.2193
H -4.6541 -0.5359 4.9078
```

The calculation puts the total energy at -8128.458052 Eh. For the highest occupied orbital energy, the calculation gives -3.876 eV. As for the total charge: -2. The calculation puts the HOMO-LUMO gap at 7.82 eV. Its molar mass is 1105.895 g/mol.

Löwdin population analysis, charges in e, atoms 1 to 2:
1 Tl 0.94
2 Br 0.71



Record 3
# C3H4AgLiO2

C3H4AgLiO2 as an isolated structure at a distorted geometry (wB97M-V/def2-TZVPD, the Open Molecules 2025 dataset).

```
11
Properties=species:S:1:pos:R:3
Ag -2.6696 -1.8496 -3.3022
O -0.5802 -0.6866 -2.2414
O 0.3724 -2.5768 -3.3023
C 0.6361 1.1927 2.3834
C 0.0977 -1.5216 -2.6146
C -0.1920 1.1933 1.1080
Li 1.4762 -0.6076 0.8979
H 0.3054 0.6279 3.2554
H 1.5549 1.7763 2.4471
H 0.1392 1.7985 0.2626
H -1.1402 0.6535 1.1061
```

The calculation puts the total energy at -421.554968 Eh. Its spin multiplicity is 2. For the highest occupied orbital energy (spin up / spin down), the calculation gives -1.646 / -1.646 eV. As for the total charge: -1. The calculation puts the HOMO-LUMO gap (spin up / spin down) at 3.65 / 3.62 eV. Its molar mass is 186.872 g/mol. As for the expectation value of S²: 0.75.

natural (NBO) population analysis, charges in e, atoms 1 to 2:
1 Ag -0.64
2 O -0.53



Record 4
# C6H9N2

An isolated ion of composition C6H9N2 and charge +1 at a distorted geometry (wB97M-V/def2-TZVPD, the Open Molecules 2025 dataset).

```
17
Properties=species:S:1:pos:R:3
N 1.5886 -0.0410 0.0836
N -1.8823 0.6007 0.2927
C -0.5530 0.5757 0.3711
C 1.5746 1.2752 -0.3097
C 2.8207 -0.8089 -0.0361
C -2.7432 -0.4040 -0.3781
C 0.3460 -0.4840 0.3689
C 0.3910 1.7812 -0.0469
H 0.0993 -1.5328 0.7180
H 3.1222 -0.7366 -1.0147
H -2.6920 -1.2269 0.2972
H -3.6328 0.1495 -0.2730
H -2.5681 -0.7138 -1.4772
H 0.0822 2.7059 -0.2797
H 2.6953 -1.8531 0.1644
H 3.5831 -0.6971 0.7485
H -2.2316 1.4103 0.7708
```

The calculation puts the total energy at -343.100795 Eh. Its SMILES is CNC1=C[N+](C)=C=C1. For the highest occupied orbital energy (spin up / spin down), the calculation gives -14.121 / -13.353 eV. As for the total charge: +1. The calculation puts the HOMO-LUMO gap (spin up / spin down) at 7.68 / 7.46 eV. Its molar mass is 109.152 g/mol.

natural (NBO) population analysis, charges in e, atoms 1 to 2:
1 N -0.33
2 N -0.41



Record 5
# H12O5S

A 6-piece molecular cluster, H12O5S overall at a distorted geometry (wB97M-V/def2-TZVPD, the Open Molecules 2025 dataset).

```
18
Properties=species:S:1:pos:R:3
S -3.2089 3.1877 3.7601
O -1.6266 -0.4449 -2.0456
O 0.0756 0.2424 0.3554
O 2.4188 -1.7219 -0.6552
O 0.5193 -2.7261 -2.4332
O 1.6690 2.4010 1.6504
H 2.5215 -1.4742 -1.5763
H -0.7264 0.6699 0.0432
H 1.5285 1.4826 1.3770
H -1.1635 -1.2906 -2.1367
H 0.3447 -3.5932 -2.7990
H 0.7342 -2.8872 -1.5065
H 0.1891 -0.4864 -0.2594
H -3.6763 4.0912 2.8916
H 1.7621 2.3423 2.6078
H 3.2201 -2.0517 -0.2489
H -2.0481 2.9731 3.1820
H -2.5333 -0.7138 -2.2068
```

The calculation puts the total energy at -781.564603 Eh. Its SMILES is O.O.O.O.O.S. For the highest occupied orbital energy, the calculation gives -9.582 eV. As for the total charge: 0. The calculation puts the HOMO-LUMO gap at 9.93 eV. Its molar mass is 124.158 g/mol.

natural (NBO) population analysis, charges in e, atoms 1 to 2:
1 S -0.29
2 O -0.96



What is the molar mass in the fourth record?
109.152 g/mol



Which formula does entry 2 have?
C36H30AsBrFN3O10PSTl



Which of these has the lowest total charge?
C36H30AsBrFN3O10PSTl



Which of these has the highest total charge?
C6H9N2